# C2H5NO2

One molecule with the formula C2H5NO2 in a non-equilibrium geometry (ωB97M-V/def2-TZVPD, OMol25).

Geometry as XYZ:
```
10
Properties=species:S:1:pos:R:3:forces:R:3
C 0.528058 -0.544708 1.449021 1.042 1.179 -0.007
O 0.565924 -0.257053 0.018352 0.594 -0.689 2.067
C -0.580315 0.053036 -0.566609 0.161 -0.789 0.895
N -0.219725 0.359034 -1.839145 -1.610 6.773 -4.935
O -1.670744 -0.083012 -0.061590 0.271 0.518 -0.569
H 1.629370 -0.252768 1.677493 -2.071 -1.006 0.385
H 0.212937 -1.592626 1.688165 0.607 0.883 -0.410
H -0.197578 0.158712 1.946361 0.842 -0.700 -0.455
H 0.703166 0.942523 -2.033168 -2.128 -2.302 1.372
H -0.971094 1.216862 -2.278881 2.292 -3.868 1.657
```
Forces are in eV/Å.

Summary:
Charge: 0
HOMO in Ha: -0.388
DFT total energy in Eh: -284.41234
Orbital gap in eV: 11.3
Structure (SMILES): COC(N)=O

***

# C4H9NO

A 2-piece molecular cluster, C4H9NO overall in a non-equilibrium geometry (ωB97M-V/def2-TZVPD, OMol25).

Geometry as XYZ:
```
15
Properties=species:S:1:pos:R:3:forces:R:3
C -1.809205 0.414182 0.382857 -1.712 -1.256 0.579
C -1.131205 -0.661090 -0.370357 0.402 0.494 0.504
C -0.613411 -0.461440 -1.641752 0.350 0.160 0.289
H -2.457454 1.109326 -0.157546 0.958 0.290 -0.490
H -1.157236 0.876385 1.127369 0.214 0.205 -0.151
H -2.569966 -0.078458 1.014570 0.377 -0.114 0.176
H -0.910280 -1.610233 0.114181 -0.260 0.064 0.048
H 0.092207 -1.184520 -2.035216 -0.234 0.058 -0.351
H -0.803958 0.497415 -2.116714 -0.013 -0.291 -0.389
C 2.052058 -0.368152 0.966133 -0.623 1.034 1.412
N 1.758034 0.675090 0.171787 -0.202 0.045 -0.674
O 1.437938 -1.404344 1.158974 -0.266 0.365 -1.212
H 2.812430 -0.037460 1.685292 0.617 -0.523 -0.105
H 0.984550 0.722603 -0.477558 0.018 -0.472 0.127
H 2.315501 1.510703 0.177975 0.374 -0.058 0.238
```
Forces are in eV/Å.

Summary:
Multiplicity: 2
Charge: +1
HOMO (alpha / beta) in Ha: -0.565 / -0.524
DFT total energy in Eh: -287.42957
Orbital gap (alpha / beta) in eV: 10.7 / 5.2

***

# C19H32ClHfN3

C19H32ClHfN3 as an isolated structure in a non-equilibrium geometry (ωB97M-V/def2-TZVPD, OMol25).

Geometry as XYZ:
```
56
Properties=species:S:1:pos:R:3:forces:R:3
C 0.382938 0.759086 -4.868573 -0.613 0.179 -1.597
C 1.685300 1.235182 -5.331519 0.984 -0.002 0.519
C 0.111168 -0.675286 -4.924863 -0.177 -0.850 0.814
C -0.786538 1.645906 -4.999363 -0.617 0.094 0.619
Cl 0.621044 1.200914 -2.143111 1.097 3.804 -4.372
H 0.021877 -0.879339 -6.000458 0.110 0.058 -0.180
H -0.841976 -0.999298 -4.497544 0.138 0.379 -0.128
H 0.888322 -1.343483 -4.548707 0.228 0.312 -0.146
H 1.599336 1.273632 -6.432021 -0.163 -0.028 0.107
H 2.511184 0.549343 -5.120822 -0.238 -0.013 0.003
H 1.981060 2.238411 -5.022495 -0.361 0.028 0.052
H -0.926702 1.768130 -6.086994 0.117 0.004 0.074
H -0.687490 2.646607 -4.575301 0.340 -0.086 -0.147
H -1.709858 1.195416 -4.614903 0.300 0.024 -0.100
C 1.673959 -1.479855 1.054464 -0.969 0.186 -0.349
C 0.611082 -1.995019 0.250442 1.501 -0.473 -0.083
C 0.895463 -1.564170 -1.111327 0.477 -0.724 -0.237
H -0.079700 -2.802273 0.525971 0.457 0.650 -0.019
C 2.056534 -0.737178 -1.078499 0.558 -1.096 1.072
C 2.485707 -0.611680 0.263777 -0.212 -1.127 -1.083
H 3.450379 -0.190094 0.515317 -0.357 0.251 0.260
H 1.868359 -1.753310 2.096655 -0.329 0.330 -0.570
H 0.466088 -1.943931 -2.041818 0.047 -0.022 0.541
H 2.612594 -0.357476 -1.932550 -0.375 -0.013 0.343
C -2.594285 0.708436 0.058717 -0.898 -1.211 -0.328
C -2.418254 -0.663023 0.492402 -0.385 0.776 -1.234
C -1.997810 -1.406649 -0.640895 -1.025 -0.047 -0.438
H -2.706905 -1.071019 1.456203 0.467 0.092 -0.190
C -1.946018 -0.519993 -1.754821 -1.039 -0.183 -0.278
C -2.305560 0.787746 -1.326309 -1.187 -0.521 0.067
H -2.441883 1.657714 -1.961472 0.130 -0.164 0.228
H -3.141320 1.461324 0.600321 0.479 0.290 0.300
H -1.826151 -2.492526 -0.707959 -0.090 0.852 0.157
H -1.824058 -0.808001 -2.794843 0.295 0.030 0.443
Hf -0.234611 0.260791 -0.355219 1.450 -2.592 5.934
C -2.172535 1.150420 3.480656 -0.489 -0.209 -0.035
N -0.837812 0.824172 3.927383 -0.004 -0.307 0.125
C -0.652708 0.645166 5.372287 -0.078 -0.164 0.416
C 0.148461 0.725678 3.043715 0.248 -0.133 -0.448
N -0.074026 1.067083 1.729354 0.126 0.980 0.776
N 1.366872 0.317541 3.492337 -0.774 0.022 -0.433
C 1.609226 -0.826437 4.350694 0.676 -0.385 -0.059
C 2.525625 1.024874 3.012175 0.322 0.440 0.179
H -2.782437 1.208084 4.380729 -0.222 0.108 -0.412
H -2.563056 0.376574 2.805416 0.073 0.381 0.341
H -2.179630 2.113491 2.968838 -0.243 0.068 0.112
H -0.261066 -0.356217 5.586967 -0.248 0.493 0.092
H 0.007559 1.414761 5.801382 -0.168 -0.296 -0.217
H -1.639862 0.707670 5.850899 0.491 0.104 -0.162
H -0.704578 1.876979 1.761026 -0.014 -0.446 -0.130
H 2.620737 -1.176639 4.118254 -0.123 0.034 0.035
H 1.613455 -0.591212 5.403896 0.022 0.029 0.319
H 0.956860 -1.681802 4.155862 -0.261 0.332 0.009
H 3.281881 0.296994 2.780534 0.591 -0.054 -0.069
H 2.258315 1.554707 2.120216 0.001 0.255 -0.453
H 2.899946 1.767978 3.736098 -0.068 -0.439 -0.042
```
Forces are in eV/Å.

Summary:
Charge: +2
HOMO in Ha: -0.517
DFT total energy in Eh: -1415.09577
Orbital gap in eV: 6.3

***

Among the records above, which one has the lowest charge? C2H5NO2

***

Look up the charge of the second one. +1